Entry 1:
Molecular formula: C27H33B2N6O4
Method: DFT, the ωB97M-V functional and the def2-TZVPD basis

Output
* LUMO: 2.027 eV
* E: -47021.7005 eV
* frontier orbital gap: 0.2104 Eh
* charge: -1
* multiplicity: 1
* HOMO energy: -3.70 eV

Last column: Löwdin charge in e.
Element x y z (Å)
N  2.363  3.553  -0.580  0.10
B  3.632  4.341  -0.485  -0.40
O  4.078  4.852  -1.714  0.08
B  4.434  4.531  1.060  -0.86
O  4.718  3.169  1.640  -0.01
O  5.641  5.398  1.071  -0.03
C  5.395  6.511  1.923  -0.21
C  3.883  6.545  2.027  -0.24
O  3.498  5.203  2.033  -0.05
H  1.936  3.631  0.345  0.05
H  2.643  2.572  -0.631  0.07
H  3.494  5.544  -2.036  0.07
H  5.602  2.918  1.363  0.05
H  5.888  6.341  2.887  0.09
H  5.810  7.418  1.462  0.11
H  3.497  7.088  1.139  0.11
H  3.498  7.068  2.913  0.11
N  -3.539  1.822  -1.622  0.04
C  -3.029  2.925  -2.167  -0.18
C  -1.743  3.384  -1.923  -0.07
C  -0.930  2.662  -1.062  -0.07
C  -1.453  1.515  -0.485  -0.07
C  -2.753  1.137  -0.791  -0.17
H  -3.688  3.468  -2.837  0.09
H  -1.382  4.284  -2.401  0.10
H  0.086  2.986  -0.860  0.07
H  -0.858  0.916  0.193  0.10
H  -3.186  0.236  -0.373  0.07
N  5.238  5.274  5.080  0.08
C  5.655  5.554  6.310  -0.16
C  5.622  4.646  7.357  -0.10
C  5.128  3.374  7.104  -0.10
C  4.695  3.071  5.824  -0.06
C  4.766  4.052  4.839  -0.10
H  6.037  6.560  6.464  0.10
H  5.975  4.927  8.341  0.09
H  5.086  2.632  7.893  0.09
H  4.307  2.091  5.581  0.10
H  4.448  3.864  3.816  0.09
N  -4.366  -1.880  -1.065  0.05
C  -4.689  -2.855  -0.219  -0.15
C  -5.646  -3.822  -0.494  -0.08
C  -6.302  -3.769  -1.712  -0.08
C  -5.978  -2.757  -2.599  -0.08
C  -5.007  -1.839  -2.229  -0.16
H  -4.149  -2.866  0.722  0.10
H  -5.859  -4.600  0.226  0.10
H  -7.045  -4.513  -1.970  0.10
H  -6.456  -2.685  -3.567  0.10
H  -4.715  -1.035  -2.896  0.11
N  -3.297  -4.655  -3.560  0.06
C  -3.346  -5.112  -4.808  -0.15
C  -2.502  -4.679  -5.819  -0.07
C  -1.555  -3.712  -5.520  -0.08
C  -1.494  -3.223  -4.226  -0.06
C  -2.382  -3.726  -3.287  -0.16
H  -4.103  -5.864  -5.006  0.10
H  -2.588  -5.091  -6.816  0.10
H  -0.879  -3.345  -6.282  0.11
H  -0.775  -2.465  -3.944  0.11
H  -2.366  -3.363  -2.265  0.10
N  -3.193  -7.758  -0.559  0.05
C  -2.661  -6.632  -1.039  -0.15
C  -1.391  -6.187  -0.693  -0.07
C  -0.638  -6.940  0.191  -0.08
C  -1.182  -8.110  0.695  -0.08
C  -2.457  -8.472  0.288  -0.17
H  -3.277  -6.065  -1.728  0.07
H  -1.004  -5.268  -1.113  0.09
H  0.354  -6.620  0.484  0.10
H  -0.632  -8.731  1.390  0.10
H  -2.915  -9.383  0.661  0.10

Entry 2:
Molecular formula: C6H10N2
Method: DFT, the ωB97M-V functional and the def2-TZVPD basis

Output
* LUMO: 0.851 eV
* E: -9358.6459 eV
* frontier orbital gap: 0.3665 Eh
* charge: 0
* SMILES: CCC1=NN1.C=C=C
* ΔE to the lowest compared entry with this formula, charge and spin: 5.791 eV
* multiplicity: 1
* HOMO energy: -9.12 eV

Last column: Löwdin charge in e.
Element x y z (Å)
C  0.142  -2.001  1.668  -0.06
C  -0.122  -0.663  0.966  -0.19
C  -1.030  -0.826  -0.182  -0.38
N  -2.098  -1.170  -0.692  0.13
N  -0.908  -1.070  -1.636  0.00
H  0.525  -2.017  2.618  0.04
H  0.844  -2.629  1.045  0.11
H  -0.763  -2.495  1.580  0.05
H  0.728  -0.031  0.596  0.10
H  -0.583  0.010  1.645  0.09
H  -0.864  -0.113  -2.143  0.07
C  1.499  1.313  -1.465  0.00
C  0.590  1.882  -0.737  -0.27
C  -0.309  2.477  -0.110  0.00
H  2.590  1.384  -1.235  0.08
H  1.315  0.576  -2.252  0.06
H  -0.710  1.956  0.762  0.06
H  -0.848  3.420  -0.426  0.10

Entry 3:
Molecular formula: C36H41N7SSiTa
Method: DFT, the ωB97M-V functional and the def2-TZVPD basis

Output
* LUMO: -9.935 eV
* E: -68673.3348 eV
* frontier orbital gap: 0.2159 Eh
* charge: +3
* multiplicity: 1
* HOMO energy: -15.81 eV

Last column: Löwdin charge in e.
Element x y z (Å)
Ta  -0.656  0.400  -0.095  1.92
N  1.477  1.888  3.364  0.18
C  2.693  1.177  3.622  -0.22
C  3.411  1.481  4.762  0.01
C  4.576  0.775  5.040  -0.02
C  5.000  -0.224  4.181  -0.02
C  4.268  -0.527  3.035  -0.07
C  3.113  0.181  2.757  -0.43
S  2.285  -0.169  1.231  1.09
N  0.854  0.815  1.378  -0.39
C  0.647  1.660  2.364  -0.34
C  -0.700  2.301  2.349  -0.17
C  -1.142  3.234  3.261  0.05
C  -2.461  3.676  3.192  0.04
C  -3.296  3.153  2.221  0.02
C  -2.778  2.233  1.324  -0.09
N  -1.504  1.827  1.371  -0.04
H  1.211  2.564  4.065  0.15
H  3.075  2.261  5.433  0.13
H  5.145  1.012  5.926  0.13
H  5.906  -0.773  4.393  0.13
H  4.611  -1.302  2.362  0.12
H  -0.494  3.631  4.030  0.13
H  -2.826  4.408  3.900  0.14
H  -4.332  3.449  2.146  0.14
H  -3.397  1.805  0.547  0.11
C  -0.449  -1.275  3.662  0.01
C  -1.204  -1.867  2.519  -0.26
C  -1.741  -3.144  2.610  0.02
C  -2.428  -3.698  1.541  0.03
C  -2.619  -2.974  0.368  0.00
C  -2.100  -1.702  0.358  -0.44
N  -1.380  -1.174  1.372  0.02
N  -2.136  -0.730  -0.688  -0.18
Si  -3.605  -0.698  -1.873  0.49
C  -5.066  -1.187  -0.838  -0.15
C  -3.247  -1.842  -3.272  -0.15
C  -3.789  1.044  -2.460  -0.15
H  -1.022  -1.381  4.583  0.11
H  -0.251  -0.222  3.507  0.05
H  0.498  -1.799  3.807  0.11
H  -1.616  -3.701  3.527  0.14
H  -2.825  -4.701  1.622  0.14
H  -3.140  -3.385  -0.479  0.12
H  -5.247  -2.258  -0.798  0.04
H  -5.949  -0.733  -1.294  0.06
H  -5.009  -0.815  0.187  0.04
H  -3.121  -2.881  -2.966  0.04
H  -2.366  -1.537  -3.838  0.04
H  -4.099  -1.808  -3.955  0.06
H  -3.804  1.772  -1.649  0.02
H  -4.759  1.118  -2.956  0.07
H  -3.036  1.343  -3.187  0.03
C  3.658  1.738  -3.706  -0.06
C  3.342  1.350  -2.261  -0.20
C  3.204  -0.142  -2.049  -0.19
C  4.372  -0.905  -2.094  -0.01
C  4.363  -2.258  -1.817  -0.02
C  3.174  -2.891  -1.476  -0.01
C  1.986  -2.181  -1.434  -0.22
C  0.702  -2.875  -1.082  -0.20
C  -0.149  -3.213  -2.300  -0.06
C  2.019  -0.821  -1.744  -0.24
N  0.776  -0.052  -1.670  -0.06
C  0.505  0.670  -2.726  -0.04
C  -0.410  1.738  -2.604  -0.30
C  -0.791  2.741  -3.462  0.05
C  -1.532  3.676  -2.697  -0.01
C  -1.580  3.208  -1.417  -0.11
N  -0.905  1.999  -1.304  -0.13
H  3.808  2.812  -3.794  0.09
H  2.863  1.452  -4.397  0.07
H  4.565  1.246  -4.054  0.09
H  2.460  1.892  -1.909  0.10
H  4.158  1.691  -1.620  0.13
H  5.305  -0.411  -2.328  0.13
H  5.284  -2.824  -1.854  0.12
H  3.166  -3.949  -1.248  0.13
H  0.138  -2.251  -0.371  0.05
H  0.930  -3.783  -0.522  0.13
H  -0.466  -2.315  -2.833  0.05
H  -1.037  -3.781  -2.023  0.07
H  0.423  -3.823  -2.998  0.10
H  1.032  0.484  -3.657  0.16
H  -0.529  2.816  -4.505  0.14
H  -1.964  4.597  -3.050  0.13
H  -2.050  3.663  -0.563  0.11

Entry 4:
Molecular formula: C3H4P2
Method: DFT, the ωB97M-V functional and the def2-TZVPD basis

Output
* LUMO: 0.602 eV
* E: -21747.9724 eV
* frontier orbital gap: 0.3275 Eh
* charge: 0
* ΔE to the lowest compared entry with this formula, charge and spin: 3.253 eV
* multiplicity: 1
* HOMO energy: -8.31 eV

Last column: Löwdin charge in e.
Element x y z (Å)
C  -0.414  0.657  0.693  -0.45
C  0.569  0.621  -0.515  -0.57
C  0.057  -0.726  0.286  -0.70
P  -1.645  -0.383  -0.241  0.87
P  1.837  -0.416  0.017  0.88
H  -0.684  1.230  1.475  0.04
H  0.177  0.903  -1.501  0.07
H  -2.165  -0.752  1.052  -0.08
H  2.268  -1.135  -1.265  -0.05